1.
ORCA calculation (ωB97M-V/def2-TZVPD) on a cluster of 2 separate species, C4H4S2 in total at a distorted geometry.

Summary:
electronic energy = -951.1057 a.u.
net charge = 0
energy above the lowest of the compared OMol25 structures with the same formula, charge and spin = 175.4 kJ/mol
LUMO level = 0.0012 hartree
HOMO-LUMO gap = 9.4 eV

XYZ file:
```
10
C4H4S2 (ωB97M-V/def2-TZVPD)
C 0.277 0.750 -0.266
C -0.946 -1.716 0.897
C -0.346 0.574 -1.392
C 1.103 0.847 0.698
S -0.265 -2.787 -0.039
S -1.588 -0.633 1.747
H 0.216 0.202 -2.221
H -1.328 0.938 -1.592
H 1.705 1.760 0.762
H 1.171 0.065 1.406
```

---

2.
ORCA calculation (ωB97M-V/def2-TZVPD) on a cluster of 4 separate species, C21H52N4O13PS4 in total at a distorted geometry.

Summary:
electronic energy = -3962.2501 a.u.
net charge = +1
LUMO level = -0.1406 hartree
HOMO-LUMO gap = 7.8 eV

XYZ file:
```
95
C21H52N4O13PS4 (ωB97M-V/def2-TZVPD)
C -3.747 4.020 -1.607
C -4.760 3.690 -2.695
O -4.435 4.411 -3.872
C -4.047 3.636 -4.975
C -2.546 3.679 -5.255
O -1.722 3.097 -4.249
C -1.975 1.738 -4.036
N -0.736 1.048 -3.725
O 0.252 1.296 -4.668
C -0.297 1.237 -2.408
N -0.586 0.347 -1.393
P -2.066 -0.572 -1.569
S -3.515 0.246 -0.564
N 0.430 2.226 -2.093
C 0.976 2.463 -0.746
C -0.111 3.182 0.101
C -0.161 4.656 -0.272
C -1.013 5.514 0.657
N -0.420 5.717 1.985
C -0.667 4.723 2.932
C -1.962 3.954 2.942
O 0.141 4.509 3.772
H -4.106 3.679 -0.642
H -2.788 3.574 -1.836
H -3.631 5.096 -1.611
H -5.732 3.988 -2.320
H -4.809 2.613 -2.845
H -4.494 4.101 -5.853
H -4.434 2.619 -4.954
H -2.274 4.712 -5.401
H -2.409 3.167 -6.209
H -2.661 1.633 -3.192
H -2.381 1.287 -4.937
H 0.462 2.246 -4.705
H 0.198 -0.300 -1.283
H -2.454 -0.699 -2.912
H -1.858 -1.879 -1.093
H 0.697 2.908 -2.792
H 1.819 3.135 -0.795
H 1.327 1.552 -0.275
H 0.166 2.999 1.133
H -1.037 2.661 -0.116
H -0.520 4.758 -1.294
H 0.858 5.044 -0.280
H -2.034 5.176 0.704
H -1.069 6.490 0.182
H 0.588 5.737 1.874
H -2.831 4.600 2.981
H -1.989 3.320 3.810
H -2.023 3.330 2.055
O -2.744 -3.888 -1.315
S -3.675 -4.844 -1.852
O -5.032 -4.853 -1.419
O -3.059 -6.295 -1.693
C -2.650 -6.725 -0.375
C -3.828 -7.075 0.512
C -3.638 -4.777 -3.611
H -2.018 -5.963 0.085
H -2.032 -7.607 -0.532
H -4.429 -6.196 0.741
H -3.478 -7.499 1.453
H -4.479 -7.796 0.018
H -2.604 -4.801 -3.946
H -4.113 -3.845 -3.909
H -4.196 -5.622 -4.004
O 3.225 0.422 0.688
S 4.617 0.097 0.862
O 5.595 0.627 -0.032
O 4.765 -1.487 0.925
C 4.232 -2.269 -0.159
C 5.089 -2.193 -1.408
C 5.099 0.436 2.516
H 3.202 -1.968 -0.363
H 4.204 -3.295 0.204
H 5.084 -1.190 -1.833
H 4.716 -2.884 -2.165
H 6.124 -2.443 -1.177
H 4.370 0.006 3.197
H 5.129 1.518 2.629
H 6.086 0.016 2.687
O 5.040 -1.532 5.221
S 4.823 -2.471 6.282
O 5.850 -3.383 6.667
O 3.488 -3.285 5.974
C 3.388 -3.963 4.708
C 4.230 -5.223 4.656
C 4.246 -1.623 7.712
H 3.647 -3.278 3.898
H 2.336 -4.219 4.594
H 5.293 -4.991 4.703
H 4.043 -5.765 3.729
H 4.001 -5.872 5.501
H 3.441 -0.952 7.426
H 5.086 -1.059 8.112
H 3.907 -2.355 8.439
```

---

3.
ORCA calculation (ωB97M-V/def2-TZVPD) on an isolated molecule of C3H4N4 at a distorted geometry.

Summary:
electronic energy = -335.5720 a.u.
net charge = 0
SMILES string = C1Cn2nnnc21
energy above the lowest of the compared OMol25 structures with the same formula, charge and spin = 528.6 kJ/mol
LUMO level = 0.0200 hartree
HOMO-LUMO gap = 11.1 eV

XYZ file:
```
11
C3H4N4 (ωB97M-V/def2-TZVPD)
C 0.418 0.483 -1.049
C 1.084 -0.068 0.153
N -0.221 -0.297 0.697
N -0.909 -0.730 1.817
N -2.119 -0.485 1.361
N -2.101 -0.230 -0.045
C -0.916 -0.151 -0.433
H 0.526 1.551 -1.378
H 0.957 0.048 -1.888
H 1.536 0.706 0.735
H 1.743 -0.827 0.029
```

---

4.
ORCA calculation (ωB97M-V/def2-TZVPD) on a structure of composition C28H53N9NbO at a distorted geometry.

Summary:
electronic energy = -1723.4076 a.u.
net charge = -1
LUMO level = 0.0713 hartree
HOMO-LUMO gap = 6.5 eV

XYZ file:
```
92
C28H53N9NbO (ωB97M-V/def2-TZVPD)
C 3.719 -4.266 -0.756
O 4.309 -3.045 -0.347
C 3.347 -2.046 0.001
C 3.023 -1.168 -1.203
C 2.273 0.146 -0.933
C 2.724 0.948 0.302
C 1.759 1.025 1.487
C 1.397 -0.265 2.231
C 0.378 -1.201 1.562
C -1.067 -0.677 1.539
Nb -2.343 -2.016 0.220
C -4.311 -1.554 1.275
C -5.506 -1.080 0.558
C -6.203 -2.079 -0.341
N -6.031 0.098 0.626
H 4.516 -4.899 -1.151
H 2.965 -4.108 -1.538
H 3.237 -4.770 0.092
H 2.446 -2.523 0.404
H 3.804 -1.460 0.805
H 3.992 -0.920 -1.662
H 2.447 -1.759 -1.925
H 1.188 -0.002 -0.925
H 2.472 0.764 -1.818
H 2.864 1.987 -0.024
H 3.722 0.615 0.619
H 0.849 1.540 1.145
H 2.217 1.694 2.230
H 0.968 0.029 3.200
H 2.320 -0.818 2.465
H 0.390 -2.149 2.116
H 0.704 -1.456 0.548
H -1.498 -0.743 2.550
H -1.083 0.367 1.203
H -2.096 -3.508 1.288
H -3.435 -3.016 -0.895
H -2.650 -0.654 -1.019
H -1.043 -2.677 -0.884
H -4.542 -2.539 1.696
H -4.074 -0.837 2.074
H -7.248 -1.784 -0.474
H -5.706 -2.092 -1.314
H -6.133 -3.095 0.062
H -5.469 0.687 1.246
C 1.368 0.457 -4.760
C 0.586 -0.337 -3.826
N -0.103 -0.997 -3.183
H 0.785 0.580 -5.673
H 1.592 1.439 -4.346
H 2.302 -0.057 -4.985
C -2.824 -1.551 -5.423
C -2.333 -0.208 -5.683
N -1.934 0.851 -5.889
H -3.161 -1.617 -4.388
H -3.647 -1.784 -6.096
H -2.018 -2.269 -5.566
C 6.701 -0.866 -0.135
C 6.418 0.488 -0.592
N 6.189 1.541 -0.993
H 7.479 -1.305 -0.757
H 7.036 -0.845 0.900
H 5.801 -1.481 -0.211
C -4.747 -1.812 5.248
C -3.556 -2.359 4.612
N -2.626 -2.794 4.094
H -5.082 -0.986 4.616
H -5.546 -2.543 5.340
H -4.498 -1.402 6.226
C -8.045 -2.090 2.357
C -7.189 -3.116 2.934
N -6.434 -3.865 3.371
H -8.608 -1.586 3.141
H -7.423 -1.372 1.817
H -8.737 -2.541 1.647
C 7.282 4.461 -2.024
C 6.843 5.755 -2.520
N 6.493 6.774 -2.924
H 8.059 4.064 -2.675
H 7.681 4.567 -1.016
H 6.455 3.754 -1.992
C -2.174 2.681 2.498
C -3.052 1.900 3.355
N -3.741 1.255 4.011
H -2.617 2.765 1.506
H -2.022 3.675 2.916
H -1.217 2.169 2.408
C 3.766 7.777 -0.854
C 3.003 6.959 0.075
N 2.396 6.316 0.810
H 3.173 7.986 -1.743
H 4.034 8.718 -0.377
H 4.675 7.263 -1.161
```

---

5.
ORCA calculation (ωB97M-V/def2-TZVPD) on a structure of composition C44H51P3Se2Ti at a distorted geometry.

Summary:
electronic energy = -8382.6596 a.u.
net charge = +3
2S+1 = 2
LUMO level (alpha / beta) = -0.3761 / -0.3630 hartree
HOMO-LUMO gap (alpha / beta) = 4.6 / 5.0 eV

XYZ file:
```
101
C44H51P3Se2Ti (ωB97M-V/def2-TZVPD)
Ti -1.334 0.511 0.333
C -0.731 -0.352 2.674
C -2.005 -0.480 3.273
C -2.425 -1.760 3.690
C -1.607 -2.876 3.554
C -0.291 -2.722 3.043
C 0.150 -1.474 2.585
H -0.341 0.643 2.432
H -2.632 0.424 3.395
H -3.410 -1.870 4.170
H -1.931 -3.856 3.885
H 0.375 -3.571 2.975
H 1.134 -1.413 2.141
C 0.870 -1.399 -1.200
C 1.566 -0.019 -1.318
P 1.366 1.067 0.154
C 2.705 0.460 1.236
C 2.821 0.963 2.557
C 3.977 0.692 3.289
C 4.973 -0.139 2.763
C 4.799 -0.678 1.514
C 3.676 -0.423 0.737
C 2.046 2.704 -0.246
C 1.641 3.271 -1.449
C 2.226 4.450 -1.916
C 3.203 5.136 -1.156
C 3.451 4.657 0.132
C 2.890 3.490 0.614
P 1.628 -2.838 -0.304
C 0.286 -4.046 -0.429
C -0.839 -3.847 -1.274
C -1.935 -4.678 -1.116
C -1.927 -5.712 -0.173
C -0.768 -6.000 0.548
C 0.338 -5.160 0.425
C 2.876 -3.693 -1.403
C 4.164 -3.789 -0.856
C 5.155 -4.553 -1.493
C 4.861 -5.174 -2.713
C 3.593 -5.055 -3.269
C 2.574 -4.334 -2.614
H 0.628 -1.815 -2.207
H -0.110 -1.278 -0.717
H 0.941 0.508 -2.073
H 2.565 -0.092 -1.722
H 2.023 1.611 2.948
H 4.142 1.221 4.195
H 5.873 -0.388 3.302
H 5.591 -1.330 1.156
H 3.535 -0.859 -0.231
H 0.894 2.732 -2.029
H 1.942 4.839 -2.891
H 3.763 5.936 -1.560
H 4.060 5.245 0.780
H 3.143 3.152 1.610
H -0.760 -3.104 -2.072
H -2.817 -4.545 -1.720
H -2.811 -6.348 -0.091
H -0.693 -6.827 1.206
H 1.234 -5.316 1.021
H 4.329 -3.378 0.146
H 6.105 -4.676 -1.013
H 5.607 -5.770 -3.270
H 3.328 -5.535 -4.213
H 1.573 -4.212 -3.061
C -0.883 0.809 -3.663
Se -2.179 1.110 -2.077
C -3.124 -0.575 -2.669
C -4.090 -0.914 -1.584
Se -3.173 -1.353 0.117
C -4.737 -0.633 1.212
H -0.406 -0.172 -3.636
H -0.146 1.640 -3.634
H -1.537 0.899 -4.522
H -2.396 -1.375 -2.804
H -3.585 -0.285 -3.629
H -4.668 -1.851 -1.776
H -4.792 -0.114 -1.416
H -5.547 -1.333 1.043
H -5.035 0.344 0.883
H -4.382 -0.570 2.238
C -3.869 3.077 2.222
P -2.260 2.795 1.285
C -1.076 3.583 2.477
C -2.354 4.130 0.011
C -1.375 5.110 -0.143
C -1.584 6.115 -1.092
C -2.686 6.096 -1.985
C -3.648 5.126 -1.823
C -3.501 4.122 -0.809
H -4.738 2.895 1.601
H -3.962 4.089 2.644
H -3.923 2.352 3.023
H -1.419 4.569 2.725
H -0.058 3.563 2.048
H -1.103 2.990 3.423
H -0.510 5.175 0.525
H -0.855 6.897 -1.181
H -2.831 6.898 -2.719
H -4.588 5.125 -2.370
H -4.236 3.340 -0.630
```

---

6.
ORCA calculation (ωB97M-V/def2-TZVPD) on a structure of composition C18H43As2N6Y at a distorted geometry.

Summary:
electronic energy = -5548.7971 a.u.
net charge = +4
energy above the lowest of the compared OMol25 structures with the same formula, charge and spin = 0.0 kJ/mol
LUMO level = -0.3889 hartree
HOMO-LUMO gap = 8.4 eV

XYZ file:
```
70
C18H43As2N6Y (ωB97M-V/def2-TZVPD)
Y 0.440 0.118 -2.000
N -1.160 -1.657 -1.050
C -0.621 -3.007 -1.261
C 0.292 -3.074 -2.494
N 1.389 -2.068 -2.395
C 2.113 -1.916 -3.744
C 1.525 -0.841 -4.623
N 1.708 0.510 -4.063
C 2.330 -2.458 -1.299
C 3.042 -1.281 -0.635
N 2.081 -0.244 -0.175
H -2.051 -1.463 -1.521
H -1.396 -1.481 -0.064
H -0.198 -3.338 -0.296
H -1.426 -3.733 -1.467
H 0.737 -4.075 -2.562
H -0.314 -2.870 -3.350
H 3.152 -1.668 -3.576
H 2.118 -2.894 -4.280
H 2.056 -0.922 -5.560
H 0.471 -0.961 -4.820
H 2.706 0.731 -3.949
H 1.307 1.205 -4.688
H 1.803 -3.002 -0.509
H 3.103 -3.119 -1.698
H 3.527 -1.677 0.237
H 3.803 -0.875 -1.295
H 1.584 -0.526 0.672
H 2.517 0.679 0.029
C 0.164 1.642 1.918
As -0.386 2.137 0.111
C -0.022 4.040 0.185
C -2.315 1.922 0.026
C -3.096 2.220 1.154
C -4.466 2.166 1.162
C -5.102 1.742 0.028
C -4.361 1.532 -1.114
C -2.992 1.638 -1.182
As -2.115 1.327 -2.907
C -1.673 3.100 -3.624
C -3.509 0.727 -4.061
H 0.036 0.588 2.136
H -0.434 2.264 2.531
H 1.207 1.874 2.076
H -0.639 4.412 0.988
H -0.329 4.527 -0.743
H 1.023 4.240 0.328
H -2.589 2.542 2.076
H -5.019 2.506 2.044
H -6.184 1.598 0.013
H -4.877 1.294 -2.028
H -2.590 3.671 -3.782
H -1.147 2.994 -4.572
H -1.055 3.647 -2.946
H -4.221 1.567 -4.151
H -4.038 -0.159 -3.653
H -3.034 0.542 -5.001
N 2.492 -1.611 7.953
C 1.484 -0.931 7.046
C 2.059 -0.612 5.679
N 2.157 -1.782 4.816
H 2.059 -1.824 8.874
H 3.284 -0.999 8.151
H 2.833 -2.476 7.550
H 1.218 -0.002 7.533
H 0.606 -1.585 7.015
H 3.015 -0.077 5.780
H 1.406 0.128 5.194
H 1.441 -2.440 4.997
H 3.076 -2.180 4.835
```

---

Please write out number 4 again, unchanged.
ORCA calculation (ωB97M-V/def2-TZVPD) on a structure of composition C28H53N9NbO at a distorted geometry.

Summary:
electronic energy = -1723.4076 a.u.
net charge = -1
LUMO level = 0.0713 hartree
HOMO-LUMO gap = 6.5 eV

XYZ file:
```
92
C28H53N9NbO (ωB97M-V/def2-TZVPD)
C 3.719 -4.266 -0.756
O 4.309 -3.045 -0.347
C 3.347 -2.046 0.001
C 3.023 -1.168 -1.203
C 2.273 0.146 -0.933
C 2.724 0.948 0.302
C 1.759 1.025 1.487
C 1.397 -0.265 2.231
C 0.378 -1.201 1.562
C -1.067 -0.677 1.539
Nb -2.343 -2.016 0.220
C -4.311 -1.554 1.275
C -5.506 -1.080 0.558
C -6.203 -2.079 -0.341
N -6.031 0.098 0.626
H 4.516 -4.899 -1.151
H 2.965 -4.108 -1.538
H 3.237 -4.770 0.092
H 2.446 -2.523 0.404
H 3.804 -1.460 0.805
H 3.992 -0.920 -1.662
H 2.447 -1.759 -1.925
H 1.188 -0.002 -0.925
H 2.472 0.764 -1.818
H 2.864 1.987 -0.024
H 3.722 0.615 0.619
H 0.849 1.540 1.145
H 2.217 1.694 2.230
H 0.968 0.029 3.200
H 2.320 -0.818 2.465
H 0.390 -2.149 2.116
H 0.704 -1.456 0.548
H -1.498 -0.743 2.550
H -1.083 0.367 1.203
H -2.096 -3.508 1.288
H -3.435 -3.016 -0.895
H -2.650 -0.654 -1.019
H -1.043 -2.677 -0.884
H -4.542 -2.539 1.696
H -4.074 -0.837 2.074
H -7.248 -1.784 -0.474
H -5.706 -2.092 -1.314
H -6.133 -3.095 0.062
H -5.469 0.687 1.246
C 1.368 0.457 -4.760
C 0.586 -0.337 -3.826
N -0.103 -0.997 -3.183
H 0.785 0.580 -5.673
H 1.592 1.439 -4.346
H 2.302 -0.057 -4.985
C -2.824 -1.551 -5.423
C -2.333 -0.208 -5.683
N -1.934 0.851 -5.889
H -3.161 -1.617 -4.388
H -3.647 -1.784 -6.096
H -2.018 -2.269 -5.566
C 6.701 -0.866 -0.135
C 6.418 0.488 -0.592
N 6.189 1.541 -0.993
H 7.479 -1.305 -0.757
H 7.036 -0.845 0.900
H 5.801 -1.481 -0.211
C -4.747 -1.812 5.248
C -3.556 -2.359 4.612
N -2.626 -2.794 4.094
H -5.082 -0.986 4.616
H -5.546 -2.543 5.340
H -4.498 -1.402 6.226
C -8.045 -2.090 2.357
C -7.189 -3.116 2.934
N -6.434 -3.865 3.371
H -8.608 -1.586 3.141
H -7.423 -1.372 1.817
H -8.737 -2.541 1.647
C 7.282 4.461 -2.024
C 6.843 5.755 -2.520
N 6.493 6.774 -2.924
H 8.059 4.064 -2.675
H 7.681 4.567 -1.016
H 6.455 3.754 -1.992
C -2.174 2.681 2.498
C -3.052 1.900 3.355
N -3.741 1.255 4.011
H -2.617 2.765 1.506
H -2.022 3.675 2.916
H -1.217 2.169 2.408
C 3.766 7.777 -0.854
C 3.003 6.959 0.075
N 2.396 6.316 0.810
H 3.173 7.986 -1.743
H 4.034 8.718 -0.377
H 4.675 7.263 -1.161
```